(1)
19
Properties=species:S:1:pos:R:3:forces:R:3 method="wB97M-V/def2-TZVPD" orbital_gap_ev=7.27 charge=0 lumo_ev=-2.64
O -1.11221 -2.02247 -0.39402 0.4 1.5 0.7
C 0.04928 -1.56185 0.29125 -1.1 -4.4 3.4
O 0.03113 -1.33146 1.53303 -0.7 0.0 -1.9
C 0.59049 -0.17371 -0.51246 0.9 4.1 -4.1
C -0.03674 1.03906 0.26434 -1.7 1.2 0.3
C -0.61470 2.16310 -0.66902 0.8 -0.4 -1.2
C 0.87916 1.62239 1.30482 0.0 -1.2 1.6
N 0.11067 -0.15989 -1.78829 1.0 -0.6 1.8
H 0.81761 -2.35546 0.09655 0.5 1.0 -0.8
H 1.67968 -0.23679 -0.43546 -0.1 0.0 0.3
H -0.86682 0.67853 0.87140 -0.1 -0.4 -0.3
H 0.23622 2.77018 -1.05282 -0.5 -0.2 0.2
H -1.37822 2.85790 -0.29054 0.5 -0.4 0.7
H -1.07855 1.69507 -1.55164 0.1 0.2 0.4
H 0.24441 2.19094 2.00822 0.4 0.1 -0.4
H 1.76158 2.17625 1.03166 0.1 0.4 -0.6
H 1.23707 0.77706 1.91578 0.0 0.2 0.0
H -1.11310 -1.46747 -1.19912 -0.4 -0.5 0.0
H 0.85264 -0.29310 -2.47695 0.0 -0.6 0.1

=====

(2)
19
Properties=species:S:1:pos:R:3:forces:R:3 method="wB97M-V/def2-TZVPD" orbital_gap_ev=9.84 charge=0 lumo_ev=0.49 smiles="C=C(C)O.NCC=O"
C 2.11548 -2.22176 1.91721 0.2 0.2 0.3
C 1.67948 -1.09467 1.37729 0.0 0.2 0.3
O 0.43378 -0.60560 1.73235 -0.1 -0.2 -0.4
C 2.48358 -0.18100 0.50400 -0.2 -0.2 -0.1
H 3.13576 -2.53428 1.75763 0.0 -0.1 -0.1
H 1.52136 -2.76486 2.63633 -0.1 -0.1 -0.1
H -0.02634 -0.32598 0.92829 0.1 0.1 0.2
H 3.48389 -0.57110 0.35383 0.1 -0.1 -0.1
H 1.99472 -0.06057 -0.46869 0.1 0.1 0.0
H 2.57851 0.80235 0.96100 -0.1 0.1 0.1
O -4.08384 -0.06604 -1.85050 -0.1 0.0 0.0
C -3.32225 0.85959 -1.81820 0.1 0.0 0.0
C -2.19283 1.01362 -0.82402 0.1 0.1 -0.1
N -1.00780 1.52247 -1.52987 0.2 -0.3 0.5
H -3.37019 1.69385 -2.54645 -0.1 0.0 0.0
H -2.51769 1.75495 -0.09014 0.0 0.1 0.0
H -2.04468 0.07681 -0.28248 -0.1 -0.1 0.0
H -0.38093 1.96745 -0.86620 -0.1 0.1 -0.1
H -0.48001 0.73478 -1.89139 -0.1 0.1 -0.2

=====

(3)
19
Properties=species:S:1:pos:R:3:forces:R:3 method="wB97M-V/def2-TZVPD" orbital_gap_ev=8.82 charge=0 lumo_ev=0.58 smiles="CC(=O)CN.C=CO"
C 0.60409 1.74202 0.24254 0.7 -0.5 -0.7
C 0.42284 -0.88227 -1.12839 -1.5 -0.5 2.2
C -0.60929 0.95723 -0.17745 -2.7 1.2 3.2
C 0.09445 -1.25214 -2.35517 -0.2 0.1 0.1
O 1.57463 -1.18037 -0.45556 0.0 -0.5 0.0
O -1.48198 1.34734 -0.92135 0.8 -0.5 -0.2
H 2.09423 -1.82404 -0.95956 0.1 0.2 0.0
H 0.34041 2.41918 1.05629 -0.3 -0.1 -0.1
H 0.96454 2.32844 -0.60107 0.0 0.0 0.0
H 1.39768 1.08255 0.58783 0.1 0.0 0.0
H -0.77734 -0.81745 -2.81894 -0.3 -0.2 0.1
H 0.64649 -2.01386 -2.89422 0.3 0.4 -0.2
C -1.22350 0.03578 1.26380 0.0 1.4 -1.0
N -0.34269 -0.53049 2.23753 0.3 -0.1 -0.3
H 0.24043 0.16418 2.68586 -0.1 0.0 0.0
H 0.26688 -1.23156 1.83304 0.0 -0.1 0.1
H -1.97930 -0.67598 0.92354 0.1 -0.1 -0.2
H -1.77109 0.87161 1.70074 0.0 0.0 0.0
H -0.46149 -0.54018 -0.21946 2.6 -0.9 -3.0

=====

(4)
19
Properties=species:S:1:pos:R:3:forces:R:3 method="wB97M-V/def2-TZVPD" orbital_gap_ev=8.25 charge=0 lumo_ev=-0.01 smiles="CC(C)=CO.CN=O"
C -0.52610 -0.72135 -0.56072 0.9 -1.4 0.2
C 0.59955 -1.14751 0.05156 -1.2 0.8 -0.5
C -0.44029 -0.02537 -1.88917 0.2 0.3 -0.1
C -1.89095 -1.19042 -0.14187 0.0 0.3 0.6
C 1.53673 1.87430 0.98614 -0.9 0.0 0.1
O 0.57557 -1.89436 1.19331 0.4 -0.2 0.6
N 0.03828 2.18122 1.01244 -0.3 -1.6 2.1
O -0.55625 1.56930 1.90046 1.5 1.5 -2.1
H 1.42741 -1.79359 1.64989 -0.5 -0.1 -0.2
H 1.59575 -0.91091 -0.29970 0.0 0.1 -0.3
H 0.11946 -0.61686 -2.62008 -0.1 0.1 0.0
H -1.43382 0.16192 -2.30897 0.2 0.0 0.1
H 0.05422 0.94463 -1.77729 0.0 0.0 -0.2
H -2.22862 -2.00722 -0.78737 0.0 0.1 0.0
H -2.61169 -0.37011 -0.21909 0.0 -0.1 -0.1
H -1.90749 -1.54648 0.89223 0.1 0.0 -0.2
H 1.77930 1.01416 1.61574 -0.2 0.1 -0.1
H 2.04976 2.76127 1.35970 -0.1 0.1 -0.1
H 1.81918 1.71739 -0.05721 -0.1 0.0 0.1

=====

(5)
19
Properties=species:S:1:pos:R:3:forces:R:3 method="wB97M-V/def2-TZVPD" orbital_gap_ev=9.14 charge=0 lumo_ev=0.84 smiles="C[C@H](C(=O)O)N(C)C"
C -1.74965 -0.39031 0.26637 -0.3 1.0 0.9
N -0.70086 0.62626 0.07910 -0.5 0.2 -0.1
C -1.01043 1.66730 -0.90376 2.0 -0.3 0.3
C 0.98367 -0.93544 -1.01644 -1.9 0.3 0.6
C 0.64453 0.17238 0.04910 1.6 -1.3 0.4
C 1.06918 -0.47013 1.34856 1.0 -1.5 2.3
O 2.30830 -0.04663 1.75405 -0.1 1.3 -1.6
O 0.57181 -1.35304 2.01215 -0.8 0.4 -0.9
H -1.37689 -1.33965 0.63101 0.4 -0.3 -0.7
H -2.34783 -0.09834 1.14496 -0.2 0.2 -0.4
H -2.40644 -0.43185 -0.61164 0.2 -0.5 0.2
H -0.38744 1.56273 -1.80880 -0.8 -0.6 -0.4
H -2.07035 1.70980 -1.06884 -0.3 0.3 -0.3
H -0.56453 2.60216 -0.57332 -0.7 0.5 0.6
H 1.87951 -1.48280 -0.78257 0.5 0.0 -0.3
H 0.91849 -0.49847 -1.99448 0.6 0.2 -0.6
H 0.13856 -1.64219 -0.99652 0.4 0.0 0.2
H 1.43525 0.93712 0.02067 -0.9 0.5 -0.7
H 2.66512 -0.58889 2.45041 -0.3 -0.6 0.6

=====

(6)
19
Properties=species:S:1:pos:R:3:forces:R:3 method="wB97M-V/def2-TZVPD" orbital_gap_ev="7.22 / 7.22" charge=0 lumo_ev="-0.30 / -0.30"
C -1.09318 0.51410 0.15661 1.5 -0.8 -0.3
C -1.92632 0.45432 -1.11171 0.1 0.1 0.2
N -0.60483 1.77339 0.46127 -0.3 -0.1 0.1
C 0.22979 -0.84837 -0.28153 -2.5 0.3 -0.4
O -1.61638 -0.11283 1.24028 0.1 -0.4 0.2
O -0.27353 -1.91118 0.13112 0.7 0.1 0.0
H -1.32133 -1.07412 1.13940 -0.2 0.5 0.0
H -0.57785 2.49837 -0.23705 0.2 -0.2 0.3
H -0.12019 1.85924 1.34258 -0.1 0.3 -0.3
H 0.52803 -0.73710 -1.33632 0.3 -0.1 0.0
H -2.85418 1.00712 -0.94657 0.0 0.0 0.0
H -1.39005 0.89721 -1.95120 0.0 0.0 0.0
H -2.16969 -0.57983 -1.34740 0.0 0.0 0.0
C 1.69043 -0.20850 0.71861 1.6 -0.2 0.4
C 2.58859 -1.07594 0.12684 -1.1 0.7 0.3
H 3.18132 -0.77275 -0.72499 0.0 0.0 0.0
H 2.61086 -2.12198 0.39707 0.1 0.0 0.1
H 1.79938 0.85047 0.50505 -0.3 -0.1 -0.3
H 1.31915 -0.41161 1.71795 -0.3 -0.2 -0.1

=====

(7)
19
Properties=species:S:1:pos:R:3:forces:R:3 method="wB97M-V/def2-TZVPD" orbital_gap_ev="7.52 / 7.47" charge=0 lumo_ev="-0.05 / -0.15"
C 0.04656 0.43827 0.26715 2.3 -0.6 2.8
C 0.39639 -0.39580 -0.85135 -3.6 1.5 -2.4
C -1.09257 0.03121 1.16400 0.2 -0.3 -0.1
C 0.35810 1.91155 0.22613 0.1 -0.1 0.0
C 0.11868 -1.86923 -0.84325 -0.1 -0.1 -0.1
O -1.01433 0.32481 -1.72838 1.9 -1.4 0.1
N 1.75964 -0.21776 1.14240 -1.4 -0.3 0.8
O 1.60201 -1.09090 1.92561 0.0 1.2 -1.1
H -0.67519 1.08566 -2.22397 0.1 -0.3 0.1
H 1.24990 -0.06982 -1.43907 0.1 0.0 0.2
H -2.00131 -0.14598 0.58573 0.1 0.1 -0.1
H -0.87358 -0.91016 1.68105 0.2 0.0 0.0
H 0.74266 2.23598 1.20101 -0.1 0.0 -0.1
H 1.11044 2.15475 -0.52697 0.0 0.0 0.0
H -0.54451 2.49338 0.02633 0.0 -0.1 -0.1
H -1.30224 0.78259 1.92781 0.1 0.0 -0.1
H 0.62194 -2.37565 -0.01177 0.0 0.2 -0.1
H -0.95203 -2.05595 -0.74548 0.1 0.1 0.0
H 0.44944 -2.32695 -1.77699 0.0 0.1 0.1

=====

(8)
20
Properties=species:S:1:pos:R:3:forces:R:3 method="wB97M-V/def2-TZVPD" orbital_gap_ev=10.37 charge=+1 lumo_ev=-3.78
C 0.24961 0.22280 -1.00419 0.8 -2.1 -1.9
C -0.65473 1.10583 -1.37334 0.1 1.0 0.8
C 1.83251 -0.12675 0.65991 2.7 -0.2 1.4
C 0.36063 -1.96232 -0.15272 -1.6 1.4 -0.9
C -0.53586 -0.21466 1.29447 -0.1 0.5 0.8
N 0.47041 -0.50277 0.28147 -0.5 1.1 -2.6
O -3.33333 3.18305 0.11695 -1.5 1.1 1.9
O -1.49567 1.79568 -0.53257 0.4 -0.5 -1.6
P -2.75195 2.79966 -1.12163 1.6 -1.1 -1.3
H 0.80156 -0.28057 -1.90995 -0.8 1.1 2.2
H -0.48774 1.32357 -2.42684 -1.0 0.6 0.0
H 1.95173 -0.32752 1.75378 -0.1 0.6 -0.8
H 2.46629 -0.89165 0.20007 0.3 0.5 0.0
H 2.28724 0.89586 0.34196 -1.7 -1.6 0.6
H 0.19588 -2.53224 0.74956 0.2 -0.5 0.0
H -0.62544 -1.96194 -0.86123 2.8 -0.5 1.6
H 1.36839 -2.03162 -0.57408 -0.9 -1.4 -0.7
H -0.27299 -0.86440 2.15697 -0.6 0.3 -0.5
H -0.31295 0.83667 1.61073 -1.2 -0.8 -0.3
H -1.51360 -0.46668 0.79070 0.8 0.7 1.2

=====

(9)
21
Properties=species:S:1:pos:R:3:forces:R:3 method="wB97M-V/def2-TZVPD" orbital_gap_ev="6.38 / 6.39" charge=+1 lumo_ev="-7.00 / -7.00"
C 2.51249 0.70160 0.60827 0.5 -1.1 -0.5
C 1.60879 1.08940 -0.88017 -0.9 0.0 -1.6
C 1.61860 2.60690 -0.78022 -0.1 -1.4 -0.5
C -1.87962 -2.81530 0.96433 4.1 1.9 0.5
C -1.55284 -2.10203 -0.29379 3.1 -0.9 -1.3
N 1.98653 0.28389 1.58874 -0.3 0.6 -0.8
O 0.41975 0.45276 -0.92600 0.6 0.5 -0.1
O -1.78215 -0.65915 -0.21342 0.3 -0.4 -0.1
P -0.68108 0.34390 0.31043 -0.4 1.4 -0.1
S -2.02078 2.14327 0.12989 1.9 -1.3 -0.2
H 3.48859 0.84203 0.11902 -0.2 -0.1 0.9
H 2.18200 0.77142 -1.79389 0.0 -0.4 1.4
H 0.82405 2.85382 -0.13214 -1.1 0.8 0.5
H 1.42493 2.88162 -1.84390 0.5 0.7 1.0
H 2.51920 2.92004 -0.25580 0.2 0.5 -0.8
H -1.39573 -2.28663 1.80922 0.1 -0.2 -0.3
H -2.82621 -2.83955 1.22887 -4.8 -0.3 0.8
H -1.45634 -3.77552 0.94756 0.4 -1.4 -0.1
H -2.14968 -2.47326 -1.15760 0.7 0.5 0.5
H -0.33437 -2.29448 -0.48992 -3.3 0.6 0.1
H -2.50614 1.35526 1.06051 -1.1 0.1 0.9

=====

(10)
20
Properties=species:S:1:pos:R:3:forces:R:3 method="wB97M-V/def2-TZVPD" orbital_gap_ev="4.78 / 7.19" charge=0 lumo_ev="0.80 / -2.70" spin_multiplicity=3
C 1.64858 0.55703 -1.19411 4.5 0.5 0.2
C 1.91762 1.18951 -2.52187 -0.4 -1.0 -2.8
C 0.43640 1.53138 -2.54758 -1.2 -1.0 -0.3
C -1.07463 -1.89001 1.40540 -1.4 -1.0 -1.5
C -0.23888 -0.85468 2.06246 0.3 1.5 -1.6
N 0.33627 0.85639 -1.23204 0.8 -1.1 -4.0
O 2.41532 0.04756 -0.40145 -1.2 -0.5 0.3
O -0.79107 0.73845 -0.36604 -3.8 0.5 3.3
Si -0.55375 0.91620 1.32781 -1.6 -0.7 1.0
H 2.50801 2.05584 -2.56983 1.5 0.8 -0.1
H 2.10208 0.45111 -3.41246 0.2 1.3 2.0
H 0.06259 2.56421 -2.46646 0.2 -0.5 -0.3
H -0.08484 0.88569 -3.29911 -0.1 1.0 0.5
H -2.16500 -1.68353 1.40074 0.5 0.4 0.0
H -0.72688 -1.80218 0.37111 -0.6 -0.9 -0.2
H -1.09606 -2.95559 1.74293 0.9 0.8 0.0
H 0.82013 -1.04321 1.88125 0.1 -0.1 0.4
H -0.49939 -0.77369 3.05143 0.0 0.2 2.8
H 0.65283 1.79647 1.45179 -0.4 -0.1 0.0
H -1.97235 1.52339 1.67540 1.6 -0.4 0.2

=====

(11)
20
Properties=species:S:1:pos:R:3:forces:R:3 method="wB97M-V/def2-TZVPD" orbital_gap_ev=10.28 charge=0 lumo_ev=0.74 smiles="CCC(C)=O.NC(=O)O"
C 0.91338 -0.34635 -0.95191 -0.2 1.6 1.0
C -0.11167 -0.26594 -2.06991 0.2 0.0 0.0
C -1.24576 -0.64685 1.12791 -1.7 1.9 2.8
N -2.43537 -1.31352 1.10849 0.6 0.0 -0.9
O -0.27255 -1.04802 1.71266 0.3 -0.3 -1.0
H -3.21505 -0.92379 0.60780 0.0 -0.1 0.3
H -2.47432 -2.20010 1.58083 -0.1 -0.1 -0.3
H 0.93690 -1.32253 -0.46794 -0.2 0.3 0.4
H 1.92451 -0.23042 -1.34939 0.0 0.2 -0.2
H -1.10544 -0.54684 -1.72368 -0.1 0.0 0.0
H -0.15728 0.73957 -2.48683 -0.1 0.0 0.1
H 0.15510 -0.93928 -2.88436 0.0 -0.1 0.0
C 1.97981 1.01574 1.03913 -0.7 0.2 1.0
C 0.85295 1.00200 0.05351 2.4 -1.6 -3.1
O -1.48313 0.74792 0.99982 -0.5 -1.1 -0.2
O 0.29819 1.99170 -0.35762 -0.2 0.0 0.3
H -1.31866 1.25611 0.18365 0.2 -0.7 0.1
H 1.80500 0.23525 1.77732 0.1 -0.1 0.0
H 2.92943 0.82064 0.54803 0.0 -0.1 -0.2
H 2.02397 1.97473 1.55249 0.0 0.0 -0.1

=====

(12)
20
Properties=species:S:1:pos:R:3:forces:R:3 method="wB97M-V/def2-TZVPD" orbital_gap_ev=9.39 charge=0 lumo_ev=0.49
C -0.15006 0.33298 -1.41365 -0.1 -0.2 0.0
C 2.33864 0.05562 0.71455 -0.1 0.0 0.0
C -1.78257 -1.33872 -0.83921 0.1 0.1 0.0
C -0.36019 1.43022 1.38715 0.1 -0.1 -0.1
N -1.06146 -0.10041 -0.56345 0.2 0.0 0.1
C -0.49437 -0.00346 0.92300 0.1 -0.1 -0.3
O 1.14304 -0.31131 0.08671 -0.4 0.2 0.0
O 0.06524 -0.19270 -2.60779 0.0 0.1 0.3
O -0.83121 -0.89871 1.66330 0.1 0.1 -0.3
H -0.23118 -1.11436 -2.64015 -0.1 0.0 0.1
H 0.26861 1.32174 -1.32109 0.1 0.0 0.1
H 2.50013 1.14637 0.72953 0.0 -0.1 0.0
H 2.34749 -0.29861 1.75510 0.0 0.0 0.0
H 3.19367 -0.40379 0.20399 -0.1 0.0 0.0
H -2.37067 -1.23043 -1.75259 0.0 0.0 0.0
H -2.44975 -1.52257 -0.00196 0.0 0.0 0.0
H -1.11317 -2.20292 -0.90765 0.0 0.0 0.0
H 0.29965 1.44604 2.25305 0.0 0.0 0.0
H -1.34750 1.77655 1.69789 0.0 0.0 0.0
H 0.03567 2.10848 0.63326 0.0 0.0 0.0

=====

(13)
20
Properties=species:S:1:pos:R:3:forces:R:3 method="wB97M-V/def2-TZVPD" orbital_gap_ev=9.33 charge=0 lumo_ev=0.61 smiles="CNC(C)(C)OC(=O)O"
C 0.69121 -1.65122 1.15301 -0.2 -0.3 0.5
N -0.18161 -0.50368 1.04837 0.5 1.5 -0.2
C -0.47370 -1.06264 -1.56276 0.2 2.7 -3.4
O -1.50585 -1.44334 -2.34393 -0.2 -0.3 0.8
O 0.64235 -1.49014 -1.75290 -1.8 0.4 1.8
H -2.18561 -0.75513 -2.22715 0.1 -0.5 0.0
H -1.12082 -0.65005 1.40547 0.4 0.1 -0.2
H 0.96115 -1.80041 2.20303 0.1 -0.1 0.0
H 0.15306 -2.54509 0.82503 0.4 -0.2 -0.1
H 1.62488 -1.55240 0.59849 -0.3 0.1 -0.1
C -0.83442 1.79392 0.71639 -0.3 0.3 -0.6
C 1.31117 1.04042 -0.32488 0.3 -0.4 -0.3
C -0.10200 0.60485 0.07046 -0.1 -0.5 2.7
O -0.90485 0.22084 -1.03719 1.2 -2.4 -1.0
H -0.93411 2.60417 -0.01412 0.1 0.0 0.1
H 1.96342 0.21299 -0.61195 -0.2 0.0 0.1
H -0.30584 2.18197 1.59381 0.0 -0.3 -0.2
H -1.86289 1.53013 0.99096 0.2 -0.2 0.1
H 1.81434 1.58360 0.48149 -0.3 0.0 -0.1
H 1.25011 1.68119 -1.21164 -0.1 0.0 0.3

=====

Number 1: largest force on an atom 5.9 eV Å⁻¹, DFT total energy -10943.8080 eV. Number 2: largest force on an atom 0.6 eV Å⁻¹, DFT total energy -10947.0656 eV. Number 3: largest force on an atom 4.4 eV Å⁻¹, DFT total energy -10944.6012 eV. Number 4: largest force on an atom 3.0 eV Å⁻¹, DFT total energy -10945.0180 eV. Number 5: largest force on an atom 2.9 eV Å⁻¹, DFT total energy -10947.7035 eV. Number 6: largest force on an atom 2.5 eV Å⁻¹, DFT total energy -10944.9799 eV. Number 7: largest force on an atom 4.6 eV Å⁻¹, DFT total energy -10943.8902 eV. Number 8: largest force on an atom 3.3 eV Å⁻¹, DFT total energy -20228.6900 eV. Number 9: largest force on an atom 4.9 eV Å⁻¹, DFT total energy -31061.9041 eV. Number 10: largest force on an atom 5.1 eV Å⁻¹, DFT total energy -18818.5612 eV. Number 11: largest force on an atom 4.2 eV Å⁻¹, DFT total energy -12995.4334 eV. Number 12: largest force on an atom 0.4 eV Å⁻¹, DFT total energy -12993.5564 eV. Number 13: largest force on an atom 4.3 eV Å⁻¹, DFT total energy -12995.6494 eV.